Record 1
19
Properties=species:S:1:pos:R:3 method="wB97M-V/def2-TZVPD" relative_energy_kcal_mol=50.09 charge=0 homo_ev=-8.6 e_tot_ha=-344.3052 molar_mass_g_mol=104.15
H 2.87063 1.59470 -0.11120
C 2.63588 0.77567 -0.87505
C 1.62898 -0.36708 -0.36326
H -3.30480 -0.82630 1.21752
H 1.73549 -1.31333 -0.94751
H -1.65571 0.77603 1.52304
H 3.61498 0.35359 -1.09412
N 1.78103 -0.60434 1.02240
H 0.16722 1.29233 -0.53829
H 0.17955 0.10098 -1.86613
C -1.92536 0.42724 0.43944
H 2.25709 1.23320 -1.81075
H -1.31374 -1.23119 -0.62686
H -1.98258 1.33380 -0.08175
H 1.31437 -1.52112 1.26852
N -0.96584 -0.42968 -0.15601
H 1.25598 0.04731 1.57372
C 0.21659 0.16701 -0.78698
O -3.27267 -0.07737 0.61802

***

Record 2
50
Properties=species:S:1:pos:R:3 method="wB97M-V/def2-TZVPD" relative_energy_kcal_mol=27.97 charge=0 homo_ev=-8.6 e_tot_ha=-1282.1540 molar_mass_g_mol=373.40
C 1.16817 -1.52758 -2.70645
C 2.48706 -0.52444 4.70527
C 1.08377 -0.78053 4.17306
H -3.31979 -0.09610 -0.96852
H 3.10703 -1.40393 4.54951
H 1.48834 -4.95239 1.79911
C 0.57996 -0.15020 -3.01053
C 1.36367 -2.35731 0.88516
H -2.61911 5.52535 -3.15560
C -1.38865 -0.53530 -1.80569
H 1.36482 0.60994 -3.01755
H 2.93756 0.32217 4.19222
H -3.02401 1.30750 -2.71650
H 1.72692 0.69143 -0.66093
H 0.11908 -0.20309 -4.00310
H 0.40171 0.52741 0.49302
H -2.10789 -0.68665 0.18514
H 2.05627 0.31007 1.03731
H 1.33060 -3.96641 -1.86789
C 1.30008 -1.31846 -0.08161
C 1.38078 -2.23991 2.34337
O -1.93042 1.26065 -0.21402
C -1.09064 3.63468 0.81909
H -1.58937 5.66239 -0.92173
O 1.50001 -2.26172 -3.61810
H 0.44083 0.08968 4.32238
C -2.13298 2.33377 -1.04780
C 1.42896 -4.96731 0.71549
O -0.36822 0.28103 -2.04693
O 1.08914 -0.99773 2.76467
H 2.44041 -0.31091 5.76925
H -0.15555 3.07630 0.82288
H -3.33358 3.33101 -4.04013
H 2.29737 -5.49075 0.31707
C -2.88349 3.40473 -3.06149
H -1.74611 3.17757 1.55821
H -0.89008 4.66346 1.10560
N 1.34602 -3.30449 -1.10595
C 1.37756 0.13788 0.20572
O 1.60244 -3.15565 3.10464
O -1.59373 -1.57098 -2.38130
C -2.48397 4.63049 -2.56753
C -1.90508 4.70503 -1.31054
C -2.26593 -0.01796 -0.66869
C -1.72035 3.57284 -0.53749
H 0.53578 -5.51162 0.40933
C 1.38680 -3.57794 0.20176
C -2.71001 2.25540 -2.30627
C 1.26846 -1.94530 -1.32392
H 0.64937 -1.65618 4.66700

***

Record 3
71
Properties=species:S:1:pos:R:3 method="wB97M-V/def2-TZVPD" relative_energy_kcal_mol=47.09 charge=-2 homo_ev=0.0 e_tot_ha=-2588.4900 molar_mass_g_mol=647.42
H -5.42894 3.43121 0.85458
C 3.49104 0.11124 -3.48660
H -1.23609 5.16114 2.77869
C 2.97132 -1.03566 -2.91001
H 2.01496 -3.11938 -1.47374
C -4.51425 5.00385 1.97104
C -0.22012 -1.25463 -4.83100
N 1.83486 0.26146 -1.26979
C 0.16404 2.73184 3.40654
C 3.20186 1.33631 -2.91892
C -1.74981 -3.44986 -1.77017
H 1.65426 3.74416 0.53442
N -1.72002 -2.37686 -0.90881
H 0.89673 2.10064 -3.51877
C 2.16750 -0.92304 -1.78389
H -4.25620 1.40263 -2.34522
C -3.32523 5.49540 2.50963
H -5.19714 -0.37950 0.34495
H -0.86666 -1.19773 -5.70883
N 1.12240 -2.07221 0.03353
H 1.21459 2.41678 3.48714
C 2.35921 1.35592 -1.81702
H -3.05927 -5.16120 -1.69382
C -0.62950 0.79443 -3.77079
C -4.24492 2.15010 -1.53991
H 2.07962 2.29460 -1.34436
H 3.18586 -2.01906 -3.31112
C -2.23349 -2.74338 0.29101
O -1.37325 -3.46322 -2.93004
O 0.25149 0.05542 -4.48466
H -0.46576 -4.34194 3.22062
H -5.44270 5.55750 2.08606
H -0.48232 2.43781 -1.56487
H 0.67188 -1.83300 -5.06597
H 4.12039 0.04835 -4.36581
H -5.93445 1.20136 0.70762
H -1.71972 2.64513 -2.56967
H -0.20558 -5.05695 1.69751
H -5.27862 2.49464 -1.36804
H 0.78832 4.91371 1.55511
C -2.80536 -4.15356 0.26905
H -3.89108 -4.06279 0.31379
O -2.27823 -2.00731 1.29520
C 1.73349 -2.14804 -1.07520
C -4.49482 3.79786 1.28131
H -0.75483 -1.72113 -4.00858
H -4.87573 0.40096 1.90033
N 0.12957 -4.42829 2.41383
H -3.67280 3.01941 -1.90127
N -0.72257 2.81710 -2.48168
C -2.11434 3.52931 1.67052
C -2.15640 4.76071 2.35297
H -0.42650 2.04480 4.02765
H 0.15766 4.49883 -0.05626
S 0.65486 -1.89694 3.01170
H 3.60268 2.25748 -3.32074
O -1.74646 0.45228 -3.47303
H -2.48170 -4.69748 1.15328
H 0.07486 3.74393 3.83358
C 0.51800 -3.19475 1.92021
Sr -0.81077 -0.49643 0.31097
C 0.65122 4.08761 0.83605
Si -0.39391 2.61544 1.56626
N 0.83124 -3.25638 0.61947
C -3.32035 3.03860 1.10779
C -5.02071 0.59368 0.82761
N -0.10239 2.02440 -3.48479
C -2.30458 -4.69276 -1.06630
H -1.47414 -5.39091 -0.94937
H -3.31176 6.44121 3.04467
Si -3.43861 1.40737 0.05988